1.
The following is a quantum chemistry calculation of C12H29AgCl2N2O2SSi2Te as an isolated structure, from OMol25.

Summary:
Energy relative to the best compared isomer or geometry (same formula, charge and spin) (kcal per mole): 3.7
DFT total energy (eV): -82921.06459
Net charge: 0
HOMO-LUMO gap (hartree): 0.2960
LUMO level (eV): 0.19

Last column: natural (NBO) charge in e.
Positions of all 52 atoms, in Å:
Ag -2.2136 0.7578 -0.7369  0.726
C 1.2392 5.0017 -0.6504  -0.426
N 0.6703 3.9680 -1.4934  -0.589
C -0.5906 3.5073 -1.4169  0.330
N -1.3328 3.8591 -0.3678  -0.787
S -1.1677 2.4968 -2.6454  -0.357
H 2.3116 5.0381 -0.8236  0.224
H 1.0874 4.7656 0.4038  0.200
H 0.8140 5.9858 -0.8647  0.202
H 1.1137 3.7853 -2.3777  0.417
H -0.9414 4.3900 0.3934  0.394
H -2.1832 3.3453 -0.1615  0.460
C 3.0593 -1.4757 3.2685  -1.107
Si 2.6312 -0.4272 1.7615  1.625
C 3.9129 -0.6808 0.3966  -1.117
C 2.4971 1.4081 2.1932  -1.111
C 0.9287 -0.9661 1.1353  -1.149
Te 0.4597 0.0729 -0.6987  0.493
C 0.6866 -1.6395 -1.9814  -1.132
Si -0.6957 -2.9429 -1.9779  1.633
C -0.1479 -4.2750 -3.1995  -1.106
C -0.9302 -3.7271 -0.2791  -1.119
C -2.3315 -2.1782 -2.5134  -1.106
H 4.0250 -1.1978 3.6953  0.239
H 3.1024 -2.5325 2.9980  0.238
H 2.3015 -1.3624 4.0461  0.240
H 4.8828 -0.2710 0.6852  0.241
H 3.6025 -0.1905 -0.5276  0.241
H 4.0513 -1.7432 0.1819  0.235
H 3.4769 1.8581 2.3630  0.239
H 1.8989 1.5511 3.0956  0.241
H 2.0114 1.9547 1.3803  0.231
H 0.1495 -0.7101 1.8534  0.254
H 0.8689 -2.0354 0.9359  0.248
H 1.6520 -2.0725 -1.7115  0.242
H 0.7939 -1.2242 -2.9862  0.252
H 0.7867 -4.7384 -2.8760  0.235
H 0.0119 -3.8660 -4.1992  0.237
H -0.8958 -5.0665 -3.2811  0.240
H 0.0048 -4.1111 0.1351  0.231
H -1.6230 -4.5676 -0.3579  0.245
H -1.3559 -3.0179 0.4340  0.246
H -2.2666 -1.7231 -3.5040  0.240
H -2.6618 -1.4095 -1.8102  0.226
H -3.1171 -2.9357 -2.5415  0.246
Cl -3.6711 0.6708 3.8295  -0.026
C -4.7464 1.3035 2.5579  -0.304
Cl -5.3293 2.9124 2.9866  -0.008
C -3.9449 1.2956 1.2412  0.746
O -4.0654 0.2511 0.5593  -0.749
O -3.2294 2.2790 0.9662  -0.779
H -5.5907 0.6297 2.4867  0.238

Forces on atoms 1 to 2 (eV/Å):
0.239 -0.090 -0.298
-0.083 -0.039 0.004

2.
The following is a quantum chemistry calculation of C2H8N2 as an isolated structure in a non-equilibrium geometry, from OMol25.

Summary:
Energy relative to the best compared isomer or geometry (same formula, charge and spin) (kcal per mole): 115.8
DFT total energy (eV): -5178.71511
Net charge: 0
HOMO-LUMO gap (hartree): 0.3539
LUMO level (eV): 0.95

Last column: natural (NBO) charge in e.
Positions of all 12 atoms, in Å:
N 2.0818 0.0438 0.9449  -0.767
C 0.5528 0.1939 0.7008  -0.509
C -0.4093 0.0051 -0.6688  -0.204
N -1.7786 -0.2729 -0.3504  -0.833
H 2.4430 -0.8244 0.5786  0.331
H 1.4026 0.7314 0.0621  0.434
H 0.2981 1.0338 1.4201  0.235
H 0.2225 -0.7853 1.1804  0.246
H -0.2954 0.9027 -1.4457  0.151
H -0.0528 -0.9549 -1.2675  0.195
H -2.1794 -0.5302 -1.2054  0.362
H -2.2853 0.4571 0.0507  0.358

Forces on atoms 1 to 2 (eV/Å):
-0.776 3.494 -1.948
-4.420 -4.025 3.342

3.
The following is a quantum chemistry calculation of a 2-piece molecular cluster, C3H10N2 overall in a non-equilibrium geometry, from OMol25.

Summary:
Energy relative to the best compared isomer or geometry (same formula, charge and spin) (kcal per mole): 42.7
Structure (SMILES): C=N.CCN
DFT total energy (eV): -6251.57716
Net charge: 0
HOMO-LUMO gap (hartree): 0.3724
LUMO level (eV): 0.87

Last column: natural (NBO) charge in e.
Positions of all 15 atoms, in Å:
C -0.6997 -2.6877 0.6176  -0.027
N -1.3633 -3.4138 -0.1930  -0.621
H -1.1833 -2.3247 1.5143  0.165
H 0.3652 -2.4488 0.4226  0.137
H -0.7455 -4.1526 -0.5440  0.345
C 0.0484 2.8937 -0.7033  -0.618
C 0.1808 1.6348 0.1548  -0.208
N 1.5639 1.1669 0.1875  -0.843
H 0.1934 2.6411 -1.7520  0.201
H -0.9144 3.3992 -0.5860  0.214
H 0.8685 3.5372 -0.3751  0.214
H -0.1351 1.8300 1.1699  0.186
H -0.4461 0.7983 -0.2515  0.156
H 1.6055 0.2802 0.6791  0.347
H 1.9964 0.9298 -0.6978  0.352

Forces on atoms 1 to 2 (eV/Å):
0.306 -0.397 -1.021
-0.030 -1.198 2.032

4.
The following is a quantum chemistry calculation of C16H8Cl2IrN2O5 as an isolated structure, from OMol25.

Summary:
DFT total energy (eV): -57811.54378
Net charge: +1
Multiplicity: 5
HOMO-LUMO gap (spin up / spin down) (hartree): 0.2610 / 0.2010
LUMO level (spin up / spin down) (eV): -4.49 / -6.41

Last column: Mulliken spin population.
Positions of all 34 atoms, in Å:
Ir -0.0970 -0.4977 -0.0932  2.710
O 0.4308 -0.2241 -2.1553  0.080
C -0.0172 0.6395 -2.9338  -0.017
C -0.9981 1.6316 -2.6631  -0.014
C -1.3225 2.5002 -3.7232  -0.001
C -2.2507 3.4714 -3.5342  0.010
C -2.8976 3.6317 -2.3001  -0.004
C -2.5959 2.8007 -1.2577  0.018
C -1.6406 1.7738 -1.4059  0.016
O -1.4010 1.0121 -0.3717  0.103
N -2.5831 4.3756 -4.6472  -0.001
O -2.0115 4.2029 -5.7028  0.001
O -3.4378 5.2111 -4.4445  0.001
H 0.4042 0.6384 -3.9447  0.003
H -0.8405 2.4006 -4.6875  0.002
H -3.6318 4.4183 -2.1959  0.000
H -3.0815 2.9006 -0.2966  -0.003
Cl -1.2137 -5.2198 1.6912  0.060
C 0.0110 -4.2011 2.2556  0.221
C 0.8195 -4.5768 3.3104  -0.098
C 1.8220 -3.7399 3.7672  0.262
Cl 2.7845 -4.2553 5.0682  0.069
C 2.0661 -2.4463 3.1744  0.000
C 3.0657 -1.5508 3.5924  0.057
C 3.1986 -0.3490 2.9463  -0.013
C 2.3395 -0.0404 1.8896  0.046
N 1.3926 -0.8747 1.4889  0.062
C 1.2551 -2.0586 2.1164  0.033
C 0.1899 -2.9273 1.6080  0.117
O -0.5192 -2.5546 0.6561  0.279
H 0.6659 -5.5375 3.7828  -0.001
H 3.7182 -1.8147 4.4136  0.006
H 3.9572 0.3627 3.2390  -0.001
H 2.4191 0.8976 1.3573  -0.002

Forces on atoms 1 to 2 (eV/Å):
0.167 0.439 -0.002
0.067 -0.084 -0.064